# 1
A cluster of 2 separate species, C6H9FO2 in total at a distorted geometry. Source: the Open Molecules 2025 dataset; level of theory: wB97M-V/def2-TZVPD.

```
! RIJCOSX wB97M-V def2-TZVPD def2/J DEFGRID3
* xyz 0 1
C 0.642 -1.084 -2.260
C 0.944 -0.380 -1.324
C -0.031 2.195 -1.160
C 2.828 -0.936 0.821
C -2.132 -0.911 1.379
C 1.284 0.447 -0.255
O 0.706 1.693 -0.071
O 2.143 0.165 0.670
F -3.032 -0.451 0.467
H 0.402 -1.695 -3.078
H -0.856 1.530 -1.429
H 0.605 2.339 -2.040
H -0.421 3.154 -0.828
H -2.129 -0.237 2.239
H 2.741 -1.753 0.126
H 3.491 -0.955 1.660
H -1.150 -0.929 0.902
H -2.431 -1.917 1.679
*
```

## Properties
LUMO (alpha / beta) in Eh: 0.0221 / 0.0148
Orbital gap (alpha / beta) in Ha: 0.27582 / 0.29121
ΔE to the lowest compared entry with this formula, charge and spin in kJ/mol: 564.0


# 2
A structure of composition C6H9FS at a distorted geometry. Source: the Open Molecules 2025 dataset; level of theory: wB97M-V/def2-TZVPD.

```
! RIJCOSX wB97M-V def2-TZVPD def2/J DEFGRID3
* xyz 0 1
C 1.782 -0.810 -0.069
C 0.307 -0.828 0.209
C -0.188 0.210 1.243
C -1.346 0.862 0.503
C -0.697 1.058 -0.895
C -0.655 -0.505 -0.986
H 2.117 -1.541 -0.814
H 2.377 -1.089 0.828
H -0.045 -1.837 0.465
H 0.630 0.922 1.447
H -0.557 -0.236 2.203
H -1.902 1.718 0.902
H -1.380 1.490 -1.671
H 0.247 1.607 -0.875
H -0.573 -0.977 -1.968
F 2.187 0.511 -0.369
S -2.305 -0.555 -0.153
*
```

## Properties
LUMO in Eh: 0.0313
Orbital gap in Ha: 0.34795
ΔE to the lowest compared entry with this formula, charge and spin in kJ/mol: 93.4


# 3
A structure of composition C6H9FS at a distorted geometry. Source: the Open Molecules 2025 dataset; level of theory: wB97M-V/def2-TZVPD.

```
! RIJCOSX wB97M-V def2-TZVPD def2/J DEFGRID3
* xyz 0 1
C 1.842 -1.564 0.069
C 0.461 -1.271 0.097
C -0.210 -0.084 0.018
C 0.722 1.052 0.037
C -1.615 0.098 -0.118
C -2.050 1.479 0.095
H 2.615 -0.783 -0.592
H 1.850 -2.839 -0.548
H 2.006 -1.836 1.201
H -0.151 -2.304 -0.066
H 0.497 2.202 0.032
H 1.330 1.074 1.133
H -3.154 1.315 0.331
H -1.412 2.080 0.757
H -1.700 1.890 -0.976
F 1.451 0.750 -1.032
S -2.484 -1.258 -0.435
*
```

## Properties
LUMO in Eh: -0.0191
Orbital gap in Ha: 0.28562
ΔE to the lowest compared entry with this formula, charge and spin in kJ/mol: 512.8


# 4
The molecule C6H9FS at a distorted geometry. Source: the Open Molecules 2025 dataset; level of theory: wB97M-V/def2-TZVPD.

```
! RIJCOSX wB97M-V def2-TZVPD def2/J DEFGRID3
* xyz 0 1
C 1.639 1.453 0.082
C 1.580 -0.068 0.007
C 0.239 -0.738 0.063
C -0.861 -0.240 1.035
C -1.899 -0.551 -0.068
C -0.753 -0.534 -1.108
H 1.841 1.741 1.129
H 2.454 1.822 -0.545
H 0.440 -1.825 0.212
H -0.755 0.815 1.226
H -0.942 -0.759 1.952
H -2.716 0.174 -0.207
H -2.329 -1.593 0.042
H -0.750 -1.322 -1.892
H -0.623 0.438 -1.556
F 0.451 2.063 -0.299
S 2.982 -0.877 -0.072
*
```

## Properties
LUMO in Eh: -0.0101
Orbital gap in Ha: 0.31410
SMILES: FCC(=S)C1CCC1
ΔE to the lowest compared entry with this formula, charge and spin in kJ/mol: 127.5


# 5
A structure of composition C6H9I at a distorted geometry. Source: the Open Molecules 2025 dataset; level of theory: wB97M-V/def2-TZVPD.

```
! RIJCOSX wB97M-V def2-TZVPD def2/J DEFGRID3
* xyz 0 1
C -1.566 0.023 -0.224
C 0.838 0.311 0.583
C -0.127 -0.475 0.039
C -0.892 0.605 -1.415
C 0.700 1.683 1.124
C 0.460 -1.797 -0.341
I -0.977 -0.236 -3.306
H -2.220 -0.854 -0.304
H -1.695 0.741 0.544
H 1.808 0.028 0.761
H 0.359 1.853 2.167
H 0.046 2.365 0.635
H 1.523 2.273 0.938
H -0.170 -2.730 0.078
H 1.393 -1.961 0.068
H 0.520 -1.830 -1.347
*
```

## Properties
LUMO in Eh: -0.0104
Orbital gap in Ha: 0.26982
ΔE to the lowest compared entry with this formula, charge and spin in kJ/mol: 362.8


# 6
A cluster of 2 separate species, C6H9I in total at a distorted geometry. Source: the Open Molecules 2025 dataset; level of theory: wB97M-V/def2-TZVPD.

```
! RIJCOSX wB97M-V def2-TZVPD def2/J DEFGRID3
* xyz 0 1
C 0.989 2.111 0.340
C 0.439 2.026 1.385
C 1.766 2.197 -0.862
C -1.521 -2.217 0.889
C -0.141 -1.445 -1.033
C -1.192 -1.243 -0.240
I -2.639 0.259 -0.224
H 1.218 2.921 -1.496
H 2.680 2.589 -0.684
H 2.063 1.299 -1.245
H -0.526 -2.918 0.968
H -2.243 -2.959 0.802
H -1.626 -1.791 1.896
H 0.073 2.103 2.346
H 0.552 -2.251 -1.017
H 0.109 -0.681 -1.825
*
```

## Properties
LUMO in Eh: 0.0240
Orbital gap in Ha: 0.35394
SMILES: C=C(C)I.C#CC
ΔE to the lowest compared entry with this formula, charge and spin in kJ/mol: 217.6


# 7
A cluster of 2 separate species, C6H9IN2O in total at a distorted geometry. Source: the Open Molecules 2025 dataset; level of theory: wB97M-V/def2-TZVPD.

```
! RIJCOSX wB97M-V def2-TZVPD def2/J DEFGRID3
* xyz 0 1
C -0.794 -2.650 -0.323
C -0.842 -1.470 -0.957
C -0.254 -0.983 1.097
C -0.343 2.260 0.626
C 1.583 0.917 -0.522
C 0.197 1.411 -0.497
N -0.332 -2.329 0.979
N -0.712 -0.443 -0.017
O 0.150 -0.302 2.039
I -0.769 1.687 -2.448
H -0.805 -3.560 -0.775
H -1.033 -1.208 -1.948
H -1.345 2.636 0.230
H -0.412 1.552 1.481
H 0.180 3.118 0.948
H 2.295 1.598 -1.062
H 1.735 0.031 -1.050
H 1.888 0.741 0.529
H -0.387 -3.006 1.671
*
```

## Properties
LUMO in Eh: -0.0097
Orbital gap in Ha: 0.27552
ΔE to the lowest compared entry with this formula, charge and spin in kJ/mol: 229.0